A structure of composition C48H53N5O2ReS in a non-equilibrium geometry, computed with ωB97M-V/def2-TZVPD.

total charge	0
HOMO-LUMO gap (spin up / spin down)	0.2195 / 0.2020	Eh
ΔE to the lowest compared entry with this formula, charge and spin	1.112	eV
LUMO level (spin up / spin down)	-1.00 / -1.32	eV
spin multiplicity	2

Each line ends with the Löwdin charge.
Cartesian coordinates (Å):
Re1 0.0165 0.1742 0.1415  1.4906
C1 -5.5527 -0.7141 -3.0935  -0.0820
C2 -4.9963 0.6160 -2.5696  -0.1895
C3 -4.0663 0.4212 -1.4144  -0.1293
C4 -4.3579 0.4337 -0.0868  -0.1251
C5 -5.6788 0.6312 0.5831  -0.1836
C6 -5.7854 2.0221 1.2218  -0.0761
C7 -3.1110 0.2082 0.6080  -0.2118
N1 -2.0759 0.1445 -0.2817  -0.0155
C8 -2.6470 0.1686 -1.5247  -0.2255
C9 -2.0081 -0.1385 -2.7070  0.0639
C10 -0.6863 -0.5225 -2.8406  -0.2114
C11 -0.0236 -0.7570 -4.0970  -0.1204
C12 -0.6713 -0.7306 -5.4449  -0.1860
C13 -0.7578 0.6887 -6.0182  -0.0787
C14 1.2913 -0.9783 -3.8101  -0.1205
C15 1.4221 -0.9171 -2.3782  -0.2154
C16 2.6288 -1.0266 -1.7080  0.0754
C17 2.8270 -0.9335 -0.3466  -0.2056
N2 1.8421 -0.6994 0.5658  -0.0350
C18 2.3735 -0.9514 1.7920  -0.2153
C19 1.6259 -1.0540 2.9442  0.0651
C20 0.2529 -0.9161 3.0408  -0.2327
N3 -0.6077 -0.5634 2.0244  -0.0380
C21 -1.8541 -0.4922 2.5924  -0.2369
C22 -3.0050 -0.0793 1.9492  0.0663
C23 -1.7896 -0.8519 3.9815  -0.1524
C24 -0.4806 -1.1121 4.2614  -0.1444
C25 0.1151 -1.4426 5.5931  -0.1827
C26 0.5798 -0.1803 6.3319  -0.0780
C27 -2.9662 -0.9301 4.9010  -0.1884
C28 -3.7404 -2.2394 4.6979  -0.0785
C29 3.7874 -1.2305 1.6680  -0.1184
C30 4.0734 -1.2033 0.3372  -0.1150
C31 5.3953 -1.3432 -0.3460  -0.1810
C32 5.8941 0.0228 -0.8389  -0.0716
C33 4.7106 -1.4637 2.8202  -0.1856
C34 5.1386 -0.1369 3.4612  -0.0752
N4 0.2005 -0.6681 -1.8095  -0.0056
C35 2.4140 -1.2182 -4.7670  -0.1817
C36 2.7780 -2.7053 -4.8647  -0.0817
H1 -6.2070 -0.5465 -3.9499  0.0719
H2 -6.1208 -1.2211 -2.3131  0.0751
H3 -4.7406 -1.3723 -3.4042  0.0700
H4 -5.8246 1.2557 -2.2585  0.1094
H5 -4.4658 1.1332 -3.3727  0.1087
H6 -5.8159 -0.1353 1.3501  0.1105
H7 -6.4808 0.5056 -0.1462  0.1059
H8 -5.0000 2.1760 1.9631  0.0600
H9 -6.7531 2.1436 1.7108  0.0725
H10 -5.6875 2.7978 0.4608  0.0768
H11 -2.6006 -0.0919 -3.6113  0.1103
H12 -1.6731 -1.1615 -5.3781  0.1087
H13 -0.0920 -1.3565 -6.1262  0.1076
H14 -1.3474 1.3347 -5.3665  0.0638
H15 -1.2212 0.6734 -7.0057  0.0714
H16 0.2380 1.1249 -6.1051  0.0782
H17 3.5047 -1.2125 -2.3145  0.1157
H18 2.1491 -1.3303 3.8496  0.1115
H19 -3.9124 -0.0494 2.5367  0.1146
H20 0.9613 -2.1213 5.4709  0.1071
H21 -0.6291 -1.9590 6.2019  0.1082
H22 1.3259 0.3584 5.7459  0.0744
H23 1.0209 -0.4436 7.2939  0.0728
H24 -0.2611 0.4920 6.5079  0.0703
H25 -3.6253 -0.0775 4.7211  0.1048
H26 -2.6226 -0.8700 5.9348  0.1076
H27 -4.1003 -2.3197 3.6718  0.0706
H28 -4.5962 -2.2933 5.3719  0.0721
H29 -3.0906 -3.0927 4.8938  0.0780
H30 5.3076 -2.0339 -1.1886  0.1088
H31 6.1214 -1.7685 0.3485  0.1029
H32 5.1394 0.5087 -1.4577  0.0755
H33 6.8072 -0.0872 -1.4249  0.0721
H34 6.1016 0.6793 0.0061  0.0729
H35 5.5939 -2.0032 2.4757  0.1040
H36 4.2111 -2.0868 3.5656  0.1059
H37 5.6198 0.4987 2.7179  0.0725
H38 5.8418 -0.3104 4.2767  0.0713
H39 4.2739 0.3992 3.8532  0.0726
H40 3.2852 -0.6434 -4.4465  0.1153
H41 2.1323 -0.8491 -5.7541  0.1078
H42 3.0796 -3.0972 -3.8929  0.0689
H43 3.6009 -2.8495 -5.5657  0.0716
H44 1.9202 -3.2831 -5.2104  0.0757
O1 2.2570 2.4848 -2.7950  0.0507
C37 1.3345 2.2533 -2.0250  -0.5760
O2 1.4144 1.4640 -1.0151  -0.2447
C38 0.0255 3.0148 -2.2609  -0.1873
C39 -0.1372 3.7395 -3.4373  -0.0073
C40 -1.3097 4.4506 -3.6205  -0.0646
C41 -2.2610 4.4424 -2.6090  -0.0612
C42 -1.9987 3.7045 -1.4654  -0.1463
N5 -0.8886 2.9926 -1.3045  0.1044
H45 0.6586 3.7255 -4.1683  0.1151
H46 -1.4675 5.0232 -4.5260  0.1046
H47 -3.1787 5.0091 -2.7000  0.0995
H48 -2.7023 3.6902 -0.6382  0.0964
S1 0.4915 2.2221 1.4698  0.7049
C43 -0.8853 2.7555 2.4366  -0.6159
C44 -1.1367 2.2436 3.7059  -0.1188
C45 -2.1899 2.7323 4.4640  -0.0877
C46 -2.9898 3.7550 3.9730  -0.1015
C47 -2.7296 4.2874 2.7172  -0.0936
C48 -1.6862 3.7906 1.9512  -0.1201
H49 -0.4888 1.4745 4.1004  0.0839
H50 -2.3799 2.3226 5.4497  0.0998
H51 -3.7983 4.1497 4.5754  0.0981
H52 -3.3359 5.1003 2.3363  0.1018
H53 -1.4703 4.2053 0.9752  0.0731